[1]
{"formula": "C3H2N2O2", "method": "ωB97M-V with the def2-TZVPD basis set", "spin_multiplicity": 1, "homo_ev": -11.1, "e_above_lowest_ev": 3.597, "symbols": ["O", "C", "C", "N", "C", "N", "O", "H", "H"], "positions_angstrom": [[-1.39043, 0.26136, -1.39005], [-1.47520, -0.25818, -0.31925], [-0.13609, 1.46734, 0.83346], [0.90229, 1.03668, 0.43861], [1.46909, -0.13617, -0.02838], [0.76803, -1.19848, -0.16241], [-0.54138, -1.04110, 0.31658], [-2.30372, -0.13641, 0.39718], [2.52969, -0.15353, -0.27518]], "atomic_forces_ev_per_a": [[0.151, -0.586, 0.397], [0.010, 0.393, -0.379], [1.433, 0.441, 0.010], [-0.912, 0.207, 0.468], [-0.331, -0.180, -0.135], [0.075, 0.448, -0.230], [-0.065, -0.271, 0.165], [0.025, -0.378, -0.301], [-0.385, -0.073, 0.006]], "mulliken_charge": [-0.45, 0.13, 0.04, -0.14, 0.09, -0.29, -0.17, 0.39, 0.39]}



[2]
{"formula": "C23H33BMnN6OSi", "method": "ωB97M-V with the def2-TZVPD basis set", "spin_multiplicity": 2, "homo_ev": [-6.8, -6.8], "s_squared": 1.1926, "symbols": ["Mn", "O", "C", "C", "C", "C", "C", "C", "C", "C", "N", "H", "H", "H", "H", "H", "H", "H", "H", "H", "H", "H", "B", "N", "C", "C", "C", "N", "N", "C", "C", "C", "N", "H", "H", "H", "H", "H", "H", "H", "H", "C", "Si", "C", "C", "N", "C", "C", "C", "C", "C", "C", "H", "H", "H", "H", "H", "H", "H", "H", "H", "H", "H", "H", "H", "H"], "positions_angstrom": [[-0.27707, -0.55890, 0.11879], [-1.28689, -2.51029, 0.17011], [-0.75588, -3.54741, -0.65925], [-1.60879, -3.60725, -1.91779], [-1.87634, -2.20639, -2.48803], [-0.62732, -1.50734, -2.95978], [-0.30494, -1.51994, -4.31212], [0.81122, -0.84000, -4.76531], [1.57736, -0.14772, -3.84271], [1.19742, -0.18220, -2.51590], [0.13477, -0.85850, -2.06325], [-1.13816, -2.72686, 1.10870], [-0.78375, -4.49995, -0.12638], [0.28996, -3.32796, -0.89543], [-2.56614, -4.07671, -1.68544], [-1.10757, -4.23135, -2.66187], [-2.36083, -1.60285, -1.71857], [-2.57562, -2.27622, -3.32129], [-0.95248, -2.04790, -4.99920], [1.06381, -0.83376, -5.81731], [2.44406, 0.42629, -4.13702], [1.74038, 0.37972, -1.77064], [-0.61385, -1.84208, 3.23718], [-1.37535, -0.54500, 2.88711], [-2.10113, 0.18621, 3.74000], [-2.87576, 1.07734, 3.02103], [-2.55082, 0.81437, 1.69487], [-1.65917, -0.17490, 1.60992], [0.84348, -1.79479, 2.66958], [1.92357, -2.32967, 3.24704], [2.91186, -2.48821, 2.29087], [2.32431, -2.01210, 1.12229], [1.07848, -1.59016, 1.35409], [-1.18560, -2.80086, 2.74899], [-0.54378, -1.93976, 4.43083], [-2.02021, 0.00549, 4.79832], [-3.56364, 1.81243, 3.39806], [-2.90744, 1.30721, 0.80387], [1.90174, -2.57521, 4.29519], [3.90302, -2.88396, 2.42097], [2.74400, -1.95456, 0.13194], [1.60554, 1.50645, 2.74673], [1.77034, 1.83478, 0.90054], [2.32543, 3.64007, 0.76079], [3.28650, 0.95233, 0.17870], [0.32130, 1.35863, 0.05410], [-0.59579, 2.17367, -0.58920], [-1.63110, 1.60511, -1.36370], [-2.58645, 2.36000, -2.02338], [-2.57755, 3.74243, -1.94693], [-1.59767, 4.33455, -1.15996], [-0.64744, 3.58213, -0.49524], [2.57271, 1.30911, 3.21457], [0.95046, 0.65915, 2.95510], [1.16699, 2.37851, 3.23713], [3.34460, 3.67577, 1.15945], [1.72941, 4.33917, 1.34665], [2.36687, 3.99140, -0.27141], [4.01432, 0.70231, 0.95347], [3.77923, 1.62193, -0.53153], [3.05456, 0.03631, -0.35675], [-1.72304, 0.52741, -1.44462], [-3.35048, 1.84991, -2.59915], [-3.32191, 4.33751, -2.45843], [-1.57669, 5.41196, -1.04409], [0.04896, 4.10112, 0.13472]], "atomic_forces_ev_per_a": [[-0.717, 0.181, -0.253], [0.262, 0.060, -0.051], [-0.019, -0.053, -0.094], [0.048, 0.102, 0.052], [0.139, -0.018, 0.073], [-0.180, -0.088, -0.019], [0.033, 0.037, 0.008], [-0.018, -0.005, 0.064], [-0.051, -0.031, -0.059], [0.124, 0.069, 0.070], [0.118, -0.129, 0.211], [-0.151, -0.026, 0.012], [-0.028, 0.012, -0.015], [-0.026, 0.016, 0.002], [-0.010, 0.019, 0.014], [-0.001, -0.010, -0.003], [0.005, -0.018, -0.013], [0.039, -0.042, -0.032], [0.005, -0.002, -0.006], [0.005, -0.006, -0.007], [0.009, -0.002, 0.006], [-0.037, 0.000, -0.037], [0.331, 0.288, -0.021], [-0.295, -0.188, -0.089], [0.003, 0.007, 0.014], [0.059, -0.043, 0.071], [-0.030, 0.022, -0.170], [0.396, 0.203, 0.404], [-0.278, -0.185, -0.103], [0.042, -0.009, -0.012], [-0.058, 0.011, 0.072], [-0.095, 0.022, -0.039], [0.182, 0.078, -0.154], [-0.047, -0.095, -0.039], [-0.025, -0.043, 0.040], [-0.020, 0.024, 0.012], [-0.008, 0.002, 0.005], [0.057, -0.025, 0.021], [0.027, -0.012, 0.003], [0.009, 0.002, 0.005], [-0.009, 0.014, -0.004], [-0.061, -0.128, -0.098], [-0.199, 0.193, 0.009], [-0.034, -0.135, 0.028], [-0.079, -0.025, -0.028], [0.290, 0.130, -0.109], [0.029, -0.120, 0.155], [0.043, -0.090, 0.034], [-0.077, 0.002, -0.027], [-0.017, 0.011, 0.002], [-0.019, 0.007, -0.014], [0.005, -0.055, -0.010], [0.027, 0.021, 0.007], [0.086, 0.052, -0.014], [-0.011, 0.039, -0.018], [0.003, -0.013, 0.000], [-0.040, 0.021, 0.006], [-0.020, 0.014, -0.027], [-0.010, 0.012, 0.032], [-0.005, 0.031, -0.008], [0.059, -0.055, 0.058], [0.072, -0.090, 0.006], [-0.009, 0.004, 0.002], [0.013, -0.005, -0.010], [-0.008, 0.001, -0.002], [0.174, 0.038, 0.088]], "mulliken_charge": [0.11, -0.30, -0.41, -0.97, -1.13, 0.79, -0.70, -0.54, -1.16, -0.43, 0.83, -0.02, 0.49, 0.19, 0.45, 0.37, 0.07, 0.70, 0.49, 0.42, 0.51, 0.15, 0.61, -0.37, -0.24, -1.34, -0.22, 1.00, -0.49, -0.28, -1.43, -0.58, 1.05, -0.20, -0.21, 0.46, 0.43, 0.50, 0.47, 0.44, 0.59, -0.46, -0.06, -1.57, -0.95, 0.82, 0.86, -0.12, -0.74, -0.71, -0.67, -0.86, 0.29, -0.18, 0.37, 0.39, 0.39, 0.39, 0.41, 0.38, 0.12, 0.29, 0.42, 0.39, 0.41, 0.27]}



[3]
{"formula": "C17H8AlF5N5S", "method": "ωB97M-V with the def2-TZVPD basis set", "spin_multiplicity": 1, "homo_ev": -11.8, "total_charge": 1, "symbols": ["Al", "N", "C", "C", "C", "C", "C", "C", "C", "C", "N", "C", "H", "H", "H", "H", "H", "H", "H", "H", "F", "C", "C", "F", "C", "F", "C", "S", "C", "F", "C", "F", "N", "C", "N", "C", "N"], "positions_angstrom": [[0.22384, 0.44032, -0.10311], [2.34837, 0.46636, 0.01608], [2.99313, -0.82074, 0.04003], [4.34096, -1.02893, 0.10551], [4.84435, -2.34396, 0.12280], [3.98890, -3.40912, 0.07598], [2.59199, -3.20870, 0.00830], [1.65321, -4.25937, -0.03882], [0.31949, -3.95954, -0.10093], [-0.09161, -2.62375, -0.11921], [0.75332, -1.59914, -0.07807], [2.08934, -1.89022, -0.01249], [2.67603, 1.02738, -0.76851], [2.60167, 1.01991, 0.83301], [5.02744, -0.19165, 0.14472], [5.91214, -2.50296, 0.17461], [4.36800, -4.42296, 0.09079], [2.00081, -5.28486, -0.02407], [-0.42915, -4.73722, -0.13746], [-1.14593, -2.39665, -0.17148], [-6.74314, 3.12354, 0.16204], [-5.63370, 2.41214, 0.11556], [-4.40542, 3.03796, 0.23853], [-4.34041, 4.35086, 0.40454], [-3.23924, 2.29308, 0.19056], [-2.08741, 2.94258, 0.32289], [-3.25654, 0.91821, 0.01817], [-1.89166, -0.20817, -0.06514], [-4.50841, 0.31141, -0.10094], [-4.58298, -1.00811, -0.26672], [-5.68335, 1.03761, -0.05460], [-6.84936, 0.41965, -0.17309], [0.49194, 2.20936, -0.15909], [0.68080, 3.38810, -0.17136], [0.77959, 4.59741, -0.19079], [1.70600, 5.53090, -0.17155], [2.49699, 6.36924, -0.15671]], "atomic_forces_ev_per_a": [[0.247, -0.309, 0.178], [-0.010, 0.043, 0.027], [0.068, -0.011, 0.002], [-0.048, 0.069, -0.002], [-0.040, -0.109, -0.002], [0.078, 0.000, 0.005], [-0.167, 0.153, -0.007], [-0.048, 0.050, 0.001], [0.124, -0.142, 0.011], [-0.019, -0.108, -0.045], [-0.320, 0.234, -0.088], [0.268, -0.208, 0.022], [-0.072, 0.015, -0.073], [-0.074, 0.012, 0.071], [-0.035, 0.018, 0.000], [-0.006, 0.006, 0.000], [0.004, 0.012, 0.000], [-0.033, -0.008, -0.004], [-0.024, 0.030, -0.001], [0.078, -0.020, -0.005], [-0.126, 0.025, 0.000], [0.148, -0.046, -0.004], [0.034, -0.088, -0.008], [-0.008, 0.077, 0.012], [-0.104, -0.088, 0.006], [0.172, 0.065, 0.049], [-0.039, 0.000, -0.105], [0.216, 0.329, 0.108], [0.125, 0.096, 0.000], [-0.079, -0.040, -0.011], [0.038, -0.033, 0.006], [-0.055, 0.004, -0.002], [-0.213, -0.014, -0.106], [0.161, -0.117, -0.038], [-0.508, 0.157, -0.011], [0.381, 0.022, 0.014], [-0.111, -0.074, -0.002]], "mulliken_charge": [0.68, -0.39, 0.58, -0.54, -0.66, -1.02, 0.73, -0.39, -1.04, 0.18, 0.02, -0.11, 0.41, 0.42, 0.48, 0.42, 0.43, 0.46, 0.42, 0.36, -0.26, 0.58, -0.11, -0.27, 0.32, -0.21, 0.26, -0.41, 0.13, -0.29, 0.21, -0.27, -0.88, 1.19, -0.46, 0.41, -0.40]}